1.
{
  "formula": "C37H50ClN5ORuS5Sb2",
  "method": "ωB97M-V/def2-TZVPD",
  "species": ["Ru", "S", "C", "S", "S", "C", "C", "N", "C", "C", "S", "C", "C", "S", "C", "N", "C", "H", "H", "H", "H", "H", "H", "H", "H", "C", "Sb", "C", "C", "C", "C", "C", "C", "C", "C", "C", "Sb", "C", "C", "H", "H", "H", "H", "H", "H", "H", "H", "H", "H", "H", "H", "H", "H", "H", "H", "H", "H", "H", "H", "C", "C", "C", "C", "C", "O", "C", "C", "C", "C", "C", "C", "Cl", "C", "C", "C", "N", "C", "N", "C", "N", "H", "H", "H", "H", "H", "H", "H", "H", "H", "H", "H", "H", "H", "H", "H", "H", "H", "H", "H", "H", "H", "H"],
  "positions_angstrom": [[-0.0555, 0.1027, -0.2007], [0.8326, -0.4618, 4.2603], [0.0732, -0.0246, 2.8484], [0.2527, 1.5423, 2.1749], [-0.8573, -1.1556, 1.9555], [3.3100, 0.0717, -2.0983], [2.0982, -0.2609, -2.8758], [0.9205, -0.4737, -2.3778], [0.0110, -0.8560, -3.3286], [0.5214, -0.9094, -4.5953], [2.1812, -0.4915, -4.5980], [-1.3116, -1.2791, -2.9165], [-2.2918, -1.7856, -3.7234], [-3.6060, -2.3555, -2.7879], [-2.7545, -1.8859, -1.3460], [-1.6074, -1.3234, -1.5770], [-3.3343, -2.1850, -0.0195], [3.0301, 0.5005, -1.1353], [3.9546, 0.7600, -2.6426], [3.8777, -0.8453, -1.9193], [0.0185, -1.1846, -5.4994], [-2.3152, -1.8527, -4.7908], [-4.3849, -2.4497, -0.1104], [-3.2201, -1.3373, 0.6575], [-2.8005, -3.0262, 0.4259], [1.5341, 3.0991, -3.0874], [0.9013, 2.7131, -1.0437], [2.6524, 3.4573, -0.0218], [-0.2204, 4.6094, -0.9102], [-0.7517, 4.9688, 0.4266], [0.0163, 5.7739, 1.2653], [-0.4466, 6.1831, 2.4995], [-1.7070, 5.7899, 2.9230], [-2.4821, 4.9947, 2.1029], [-2.0281, 4.5722, 0.8547], [-2.9289, 3.7425, 0.0225], [-2.5605, 1.5722, 0.1540], [-3.3449, 1.3959, 2.1527], [-4.3826, 1.1250, -0.9329], [1.4574, 4.1620, -3.2834], [0.8984, 2.5649, -3.7861], [2.5610, 2.7864, -3.2347], [2.9054, 4.4329, -0.4239], [3.4960, 2.7841, -0.1492], [2.4222, 3.5457, 1.0359], [-1.0023, 4.5408, -1.6670], [0.5164, 5.3437, -1.2316], [0.9906, 6.0981, 0.9258], [0.1642, 6.8159, 3.1232], [-2.0849, 6.1137, 3.8801], [-3.4712, 4.7031, 2.4267], [-2.8960, 4.0026, -1.0331], [-3.9559, 3.8311, 0.3688], [-4.3929, 1.6812, 2.1508], [-2.7791, 2.0639, 2.7984], [-3.2385, 0.3798, 2.5223], [-5.1522, 1.8189, -0.6153], [-4.7197, 0.1121, -0.7516], [-4.2054, 1.2592, -1.9954], [6.2790, -0.6009, -0.2200], [6.5990, -0.1301, 1.2107], [8.0656, 0.3312, 1.2005], [5.7237, 1.0910, 1.5217], [6.3498, -1.3205, 2.2181], [6.6224, -2.5441, 1.5574], [7.2437, -1.2888, 3.5020], [6.6853, -0.8085, 4.8549], [6.2714, 0.6348, 4.9057], [7.2107, 1.6476, 4.7275], [6.8389, 2.9800, 4.7402], [5.5053, 3.3126, 4.9336], [5.0201, 4.9711, 4.8934], [4.5593, 2.3244, 5.1604], [4.9496, 0.9966, 5.1481], [4.8836, -1.4670, 2.7040], [3.8392, -1.4918, 1.7167], [2.8639, -0.5891, 1.5784], [2.0186, -0.9846, 0.6362], [2.5320, -2.1739, 0.2340], [3.6239, -2.4984, 0.8733], [6.1456, 0.2648, -0.8635], [5.3826, -1.2096, -0.2500], [7.0887, -1.1996, -0.6262], [8.2277, 0.9556, 0.3245], [8.7581, -0.5073, 1.1368], [8.3078, 0.9334, 2.0726], [6.1237, 1.9613, 1.0038], [5.7140, 1.3140, 2.5829], [4.7034, 0.9427, 1.1784], [7.5405, -2.5543, 1.2664], [8.1447, -0.7196, 3.2958], [7.5511, -2.3263, 3.6596], [7.4975, -0.9476, 5.5739], [5.8606, -1.4419, 5.1814], [8.2511, 1.3928, 4.5858], [7.5755, 3.7563, 4.6059], [3.5305, 2.5895, 5.3489], [4.2049, 0.2366, 5.3471], [4.6377, -0.6529, 3.3811], [4.8416, -2.4278, 3.2269], [2.7722, 0.2952, 2.1776], [2.0831, -2.7875, -0.5231]],
  "forces_ev_per_angstrom": [[-0.50, 1.20, 3.11], [-0.47, 0.45, -0.46], [0.50, -0.82, 1.23], [0.04, -0.61, -1.65], [0.44, 0.56, -1.47], [0.24, 0.09, 0.11], [0.25, -0.08, -0.73], [-0.38, 0.07, 0.63], [0.48, -0.01, -0.95], [0.02, 0.13, 0.37], [-0.38, 0.04, 0.67], [-0.78, -0.42, -0.37], [0.02, 0.17, 0.39], [0.65, 0.31, 0.37], [-0.47, -0.20, -0.54], [0.68, 0.22, 0.38], [0.01, 0.00, 0.29], [0.10, -0.06, -0.06], [0.03, 0.03, 0.00], [0.01, 0.11, 0.10], [-0.13, -0.09, -0.20], [0.09, -0.03, -0.28], [-0.04, 0.00, 0.07], [-0.07, -0.06, -0.01], [-0.03, -0.01, 0.05], [-0.20, -0.29, 0.42], [0.19, 0.31, -0.22], [-0.37, -0.26, -0.13], [0.13, -0.69, -0.21], [-0.21, 0.06, 0.29], [0.02, -0.09, -0.10], [-0.07, -0.02, 0.12], [0.13, 0.05, 0.03], [0.06, -0.06, -0.04], [0.21, 0.20, 0.26], [0.33, -0.67, -0.29], [-0.09, -0.09, 0.21], [0.24, -0.07, -0.28], [0.56, -0.07, 0.00], [-0.01, 0.20, 0.05], [-0.09, -0.09, -0.07], [0.17, -0.07, 0.02], [0.00, 0.11, -0.09], [0.03, -0.09, -0.02], [0.00, 0.00, 0.11], [0.07, 0.05, -0.05], [0.05, -0.04, -0.11], [0.09, 0.05, -0.02], [0.08, 0.07, 0.07], [-0.04, 0.02, 0.10], [-0.11, -0.03, 0.02], [-0.05, 0.00, -0.08], [-0.08, -0.10, -0.02], [-0.10, 0.07, -0.10], [0.04, 0.03, -0.02], [0.03, -0.01, -0.04], [-0.05, 0.15, 0.15], [-0.02, -0.15, 0.04], [0.01, -0.03, -0.14], [-0.05, -0.03, 0.26], [-0.10, 0.04, -0.11], [-0.27, -0.05, 0.05], [0.19, -0.15, -0.01], [-0.16, 0.31, 0.23], [0.01, -0.35, -0.17], [-0.15, -0.05, 0.09], [0.14, 0.05, -0.11], [-0.08, 0.08, 0.14], [-0.15, -0.05, 0.06], [-0.09, 0.03, -0.02], [0.03, -0.30, -0.02], [-0.04, 0.18, 0.03], [0.04, 0.21, -0.06], [0.15, 0.00, 0.06], [0.87, -0.31, 0.17], [-0.92, 0.73, -0.34], [-0.22, -0.02, -0.12], [-0.88, 0.73, -0.58], [0.08, 0.17, 0.17], [0.30, -1.12, -0.40], [0.03, 0.19, -0.11], [-0.10, -0.05, -0.07], [0.07, -0.09, -0.11], [0.02, 0.05, -0.11], [0.12, -0.06, 0.02], [0.08, 0.02, 0.10], [0.01, 0.10, -0.06], [-0.06, 0.16, 0.13], [-0.06, 0.06, -0.01], [0.03, 0.01, 0.03], [0.11, -0.05, -0.01], [0.01, 0.07, -0.08], [-0.09, -0.11, 0.04], [0.00, -0.02, 0.05], [0.13, -0.03, -0.03], [0.05, 0.10, -0.03], [-0.10, 0.04, -0.01], [-0.05, -0.07, 0.00], [-0.03, -0.13, -0.04], [-0.05, 0.20, 0.09], [0.00, 0.21, 0.09], [-0.03, -0.13, -0.10]],
  "orbital_gap_ev": [5.838, 7.130],
  "de_lowest_kj_mol": 225.2,
  "total_charge": 1,
  "homo_energy_ha": [-0.3684, -0.3721],
  "s_squared": 1.031,
  "spin_multiplicity": 2
}

2.
{
  "formula": "C2H6N4OS",
  "method": "ωB97M-V/def2-TZVPD",
  "species": ["N", "N", "C", "N", "N", "C", "O", "S", "H", "H", "H", "H", "H", "H"],
  "positions_angstrom": [[-1.2775, -1.6048, -0.2452], [-0.3648, -0.6959, -0.8731], [0.1198, 0.1862, -0.0755], [0.9871, 1.1187, -0.5492], [1.5261, 1.0038, -1.8337], [-0.1333, 0.3853, 1.4167], [0.6098, 1.1183, 2.0300], [-1.5256, -0.3796, 2.2024], [-0.7486, -2.4241, 0.0007], [-1.9139, -1.9294, -0.9917], [1.5868, 1.5829, 0.1254], [1.6526, 0.0141, -2.0209], [0.7747, 1.2902, -2.5080], [-1.2933, 0.3343, 3.3219]],
  "forces_ev_per_angstrom": [[-0.59, 0.11, -0.71], [-0.01, 0.21, 0.21], [-0.18, -0.37, -0.14], [0.37, 0.31, 0.30], [-1.03, 0.40, -0.98], [0.05, 0.20, 0.33], [-0.17, -0.22, -0.17], [0.09, 0.04, -0.14], [0.26, -0.40, 0.21], [0.49, 0.37, 0.53], [-0.33, -0.18, -0.16], [0.09, -0.19, -0.05], [0.94, -0.29, 0.79], [0.03, 0.00, -0.02]],
  "orbital_gap_ev": 9.032,
  "smiles": "N/N=C(/NN)C(=O)S",
  "de_lowest_kj_mol": 270.1,
  "homo_energy_ha": -0.3252
}

Max |F| list, top to bottom, in Eh/bohr: 0.066, 0.029